DFT (ωB97M-V with the def2-TZVPD basis set) results for 9 unconnected molecules or ions with the total composition C39H77Cl2FO11P.

Properties
* net charge: -1
* gap between HOMO and LUMO: 7.23 eV
* molar mass: 842.9 g/mol
* relative energy (zero: lowest compared OMol25 entry of this formula, charge and spin): 0.0 kJ/mol
* lowest unoccupied orbital energy: 1.97 eV
* energy: -101263.555 eV
* 2S+1: 1

The geometry in XYZ format:
```
131
C39H77Cl2FO11P ωB97M-V with the def2-TZVPD basis set
C 1.5942 -2.0179 1.6815
C 0.9846 -0.8058 0.9967
Cl 2.3264 -0.0133 0.0345
C -0.2970 -1.0111 0.1727
Cl 0.0547 -1.5714 -1.4987
P -1.6066 -2.0796 1.1202
C -3.0001 -0.7505 0.9330
C -3.5217 -0.2685 2.2288
O -2.9942 -0.1373 3.2713
F -4.8595 0.0870 2.1480
O -2.2900 -2.8485 -0.3058
C -2.5950 -4.1744 -0.0254
C -2.9116 -4.2955 1.5000
O -2.7750 -3.0203 2.0586
H 0.8783 -2.4886 2.3552
H 1.9059 -2.7581 0.9387
H 2.4779 -1.7108 2.2453
H 0.7574 -0.0301 1.7294
H -0.7295 -0.0185 0.0459
H -0.6829 -3.1804 1.2105
H -1.1395 -1.4731 2.3291
H -3.8270 -1.2070 0.3891
H -2.6877 0.1366 0.3690
H -3.4732 -4.4857 -0.6073
H -1.7773 -4.8608 -0.3073
H -2.2597 -5.0348 1.9893
H -3.9552 -4.6095 1.6324
C -0.8566 2.2725 6.4471
C 0.3207 3.2316 6.2912
C 0.9502 2.7221 5.0003
O -0.1143 2.2057 4.2087
C -1.3007 2.0840 5.0015
H -1.6527 2.6574 7.0842
H -0.5127 1.3224 6.8637
H -0.0430 4.2538 6.1613
H 1.0094 3.2263 7.1343
H 1.6703 1.9204 5.2038
H 1.4613 3.5039 4.4338
H -2.0092 2.8648 4.7016
H -1.7599 1.1172 4.8058
C -1.8280 -1.7323 7.3919
C -1.9354 -2.0508 5.9020
C -0.4848 -2.3155 5.5412
O 0.1382 -2.8539 6.7204
C -0.7348 -2.6970 7.8351
H -2.7613 -1.8702 7.9381
H -1.4980 -0.7004 7.5356
H -2.5360 -2.9492 5.7455
H -2.3606 -1.2490 5.3043
H 0.0237 -1.3842 5.2683
H -0.3680 -3.0230 4.7207
H -1.1579 -3.6727 8.1052
H -0.1545 -2.3290 8.6846
C -4.9500 2.9139 -3.0564
C -5.1458 1.4476 -2.6773
C -3.7323 1.0432 -2.2795
O -3.1222 2.2187 -1.7360
C -3.9264 3.3586 -2.0180
H -5.8662 3.5035 -3.0212
H -4.5293 2.9907 -4.0617
H -5.8185 1.3656 -1.8199
H -5.5430 0.8344 -3.4856
H -3.1552 0.7120 -3.1464
H -3.7101 0.2541 -1.5291
H -4.4199 3.6904 -1.0968
H -3.2803 4.1648 -2.3710
C 1.8311 1.2374 -5.3316
C 0.9416 0.6434 -4.2426
C -0.4332 0.7264 -4.8858
O -0.2258 0.5857 -6.2990
C 1.1677 0.6945 -6.5889
H 2.8728 0.9348 -5.2462
H 1.7777 2.3298 -5.3183
H 1.2100 -0.3985 -4.0607
H 0.9940 1.1658 -3.2893
H -0.9062 1.6957 -4.6898
H -1.1053 -0.0634 -4.5497
H 1.5611 -0.2992 -6.8386
H 1.2939 1.3416 -7.4600
C 2.6285 6.9184 9.8234
C 2.2185 7.5723 8.5056
C 1.6958 6.3753 7.7212
O 1.1454 5.4786 8.6862
C 1.5288 5.8783 10.0001
H 2.6861 7.6147 10.6593
H 3.5992 6.4297 9.7163
H 1.4168 8.2942 8.6759
H 3.0354 8.0821 7.9964
H 2.5042 5.8700 7.1818
H 0.9176 6.6377 7.0035
H 0.6605 6.3050 10.5149
H 1.8566 4.9962 10.5519
C 6.0322 -2.1508 -6.2191
C 4.7293 -2.9262 -6.0285
C 4.0741 -2.1568 -4.8887
O 4.4998 -0.7999 -5.0358
C 5.5683 -0.7210 -5.9770
H 6.4866 -2.2766 -7.1999
H 6.7594 -2.4461 -5.4588
H 4.1166 -2.8604 -6.9310
H 4.8762 -3.9794 -5.7914
H 4.4012 -2.5300 -3.9132
H 2.9841 -2.1846 -4.9164
H 5.1973 -0.2683 -6.9049
H 6.3487 -0.0768 -5.5687
C -7.7516 -1.5597 1.4576
C -7.9996 -1.8539 -0.0209
C -6.6182 -2.3172 -0.4724
O -6.0290 -2.9588 0.6525
C -6.7776 -2.6701 1.8324
H -8.6559 -1.5703 2.0664
H -7.2681 -0.5883 1.5711
H -8.7256 -2.6636 -0.1318
H -8.3588 -0.9924 -0.5841
H -5.9927 -1.4676 -0.7722
H -6.6521 -3.0263 -1.3016
H -7.3073 -3.5803 2.1403
H -6.0845 -2.3849 2.6243
C 8.3081 -1.0057 -11.3878
C 7.8099 -2.4477 -11.4604
C 7.9569 -2.8940 -10.0113
O 7.7448 -1.7290 -9.2135
C 7.7592 -0.5626 -10.0377
H 7.9578 -0.3800 -12.2076
H 9.3999 -0.9827 -11.3804
H 6.7599 -2.4695 -11.7594
H 8.3753 -3.0726 -12.1505
H 8.9616 -3.2843 -9.8163
H 7.2298 -3.6537 -9.7202
H 6.7381 -0.1781 -10.1324
H 8.3706 0.1991 -9.5527
```

DFT (ωB97M-V with the def2-TZVPD basis set) results for 3 unconnected molecules or ions with the total composition C39H77N4O8S in a non-equilibrium geometry.

Properties
* net charge: +1
* gap between HOMO and LUMO: 6.83 eV
* molar mass: 762.1 g/mol
* lowest unoccupied orbital energy: -3.59 eV
* energy: -74853.435 eV
* 2S+1: 1

The geometry in XYZ format:
```
129
C39H77N4O8S ωB97M-V with the def2-TZVPD basis set
C -7.8234 1.3244 3.0611
C -7.0112 2.1320 4.1377
C -5.9543 3.1340 3.5280
C -4.9236 3.5157 4.6919
C -3.8016 2.3992 4.6811
C -2.4367 2.8413 5.3233
C -1.7191 4.0546 4.6079
C -2.0530 4.2228 3.0851
C -1.4414 3.1215 2.1472
C 0.1282 3.0792 2.1345
C 0.6942 1.9413 1.1724
C 0.6786 0.5702 1.8857
N 0.9415 0.4259 3.1467
C 0.8371 -0.9770 3.6883
C -0.3977 -0.8699 4.6948
C -1.7309 -1.4959 4.1777
N -2.5370 -0.9181 3.3642
C 0.7646 -1.9573 2.4690
C 1.9983 -2.8951 2.1335
C 3.0472 -3.0792 3.2917
C 2.4796 -3.6763 4.6427
C 1.3814 -4.8035 4.4699
C -0.0526 -4.3828 5.0254
O -0.7073 -5.4375 5.7170
C -0.9449 -5.1419 7.0974
C 0.3555 -0.8527 1.3667
C 0.5571 -1.1971 -0.1593
C -0.8400 -1.2628 -0.8730
S -0.7755 -2.2772 -2.4364
C -2.5206 -2.7106 -2.6726
N -3.3288 -2.4271 -3.6828
N -4.5576 -2.9427 -3.3816
C -4.4473 -3.5258 -2.1791
O -3.1724 -3.4250 -1.6745
H -7.1375 0.6121 2.5437
H -8.6050 0.7010 3.5776
H -8.3309 2.0476 2.3783
H -6.4457 1.3903 4.7667
H -7.6706 2.7050 4.8350
H -6.4199 4.0393 3.0618
H -5.4450 2.5780 2.6920
H -5.5268 3.4431 5.6372
H -4.5223 4.5504 4.5518
H -3.6700 1.9282 3.6674
H -4.1970 1.5650 5.3299
H -1.8022 1.9228 5.4316
H -2.6595 3.1792 6.3754
H -2.0343 4.9985 5.1216
H -0.6170 3.9526 4.8044
H -3.1385 4.3124 2.8493
H -1.5873 5.2000 2.7641
H -1.8869 2.0981 2.3107
H -1.7458 3.3992 1.0958
H 0.5201 4.0397 1.6974
H 0.5747 3.0104 3.1583
H 0.0715 1.9424 0.2417
H 1.7714 2.1711 0.9507
H 1.1722 1.1643 3.8175
H 1.7232 -1.0083 4.3701
H -0.1513 -1.2687 5.7161
H -0.6044 0.2258 4.8578
H -2.0672 -2.5015 4.5406
H -2.1040 -0.0086 3.1237
H -0.1106 -2.6516 2.3895
H 1.6543 -3.8921 1.7740
H 2.5560 -2.4164 1.2778
H 3.8669 -3.7640 2.9579
H 3.5489 -2.0973 3.5274
H 2.0923 -2.8774 5.3326
H 3.3396 -4.1468 5.1886
H 1.2672 -5.1808 3.4273
H 1.6934 -5.6680 5.1141
H 0.0698 -3.4496 5.6279
H -0.6579 -4.1160 4.1138
H -0.2826 -4.3470 7.5222
H -0.7106 -6.0825 7.6694
H -2.0084 -4.8828 7.3312
H -0.7728 -0.8811 1.4740
H 1.0496 -2.2009 -0.2862
H 1.2533 -0.4508 -0.6130
H -1.1274 -0.2091 -1.1481
H -1.6490 -1.7289 -0.2521
H -5.2629 -4.0270 -1.6222
C 2.9064 -0.2923 -3.8158
O 4.1442 0.2980 -3.4802
C 4.0645 1.0470 -2.2794
C 5.4509 1.2886 -1.7069
O 5.9550 0.1751 -0.9752
C 6.3895 -0.9392 -1.7550
C 7.7108 -0.6927 -2.4613
O 7.4983 0.0496 -3.6534
C 8.6910 0.6401 -4.1304
H 2.1343 0.4743 -3.9450
H 3.0287 -0.8334 -4.7531
H 2.6047 -1.0072 -3.0394
H 3.4516 0.5131 -1.5389
H 3.5933 2.0102 -2.5171
H 5.3764 2.1007 -0.9783
H 6.1562 1.6095 -2.4746
H 5.6109 -1.2618 -2.4485
H 6.5380 -1.7511 -1.0383
H 8.1608 -1.6541 -2.7406
H 8.3907 -0.1530 -1.7930
H 9.0817 1.3585 -3.4028
H 8.4615 1.1723 -5.0532
H 9.4457 -0.1248 -4.3419
C -0.6533 1.4712 -11.0099
O -0.5263 0.8639 -9.7400
C 0.8312 0.6397 -9.3885
C 0.9603 0.4153 -7.8915
O 0.9677 1.6279 -7.1417
C -0.2892 2.2877 -7.0092
C -1.2270 1.5913 -6.0383
O -1.8770 0.5018 -6.6736
C -2.4321 -0.3987 -5.7358
H -0.2055 0.8429 -11.7870
H -1.7151 1.5940 -11.2213
H -0.1835 2.4609 -11.0082
H 1.4470 1.4977 -9.6845
H 1.1727 -0.2558 -9.9233
H 1.9348 -0.0436 -7.7043
H 0.2023 -0.2752 -7.5181
H -0.7554 2.4472 -7.9829
H -0.0539 3.2741 -6.6004
H -2.0021 2.2964 -5.7086
H -0.6594 1.2398 -5.1679
H -1.6429 -0.8416 -5.1204
H -2.9333 -1.1971 -6.2809
H -3.1648 0.1071 -5.0974
```

DFT (ωB97M-V with the def2-TZVPD basis set) results for 3 unconnected molecules or ions with the total composition C39H78BFNO10P2 in a non-equilibrium geometry.

Properties
* net charge: +1
* gap between HOMO and LUMO: 8.06 eV
* molar mass: 812.8 g/mol
* lowest unoccupied orbital energy: -2.32 eV
* energy: -85633.566 eV
* 2S+1: 1

The geometry in XYZ format:
```
132
C39H78BFNO10P2 ωB97M-V with the def2-TZVPD basis set
C 4.9954 1.2777 2.8166
C 4.5148 -0.1426 3.2562
B 2.9757 -0.2407 2.8716
O 2.1002 0.3422 3.7180
C 2.3697 -0.9859 1.5649
C 0.9167 -1.3281 1.9867
F 0.9035 -2.3519 2.8938
C 0.2883 -1.8404 0.6254
C -1.1845 -1.4084 0.8036
O -2.1139 -2.2032 0.0677
C -3.4191 -2.0601 0.5316
C -3.7306 -2.4808 1.8046
C -4.9737 -2.3963 2.3483
C -5.2419 -2.8351 3.7714
C -6.0037 -1.8991 1.5834
C -5.7228 -1.4955 0.3068
C -4.4610 -1.5615 -0.2330
C -4.3391 -1.0912 -1.6732
C -3.6382 0.2641 -1.7967
C -3.7123 -2.2014 -2.5461
C 1.2425 -1.1861 -0.4736
P 0.1253 -0.5260 -1.8373
C 0.1626 -1.8918 -3.0876
C 0.8726 0.9033 -2.7417
C -0.1657 1.7326 -3.5287
N 2.1033 -0.2051 0.3165
O 1.2343 0.8875 0.4385
C 1.8562 2.1747 0.5558
C 0.7485 3.1312 1.0421
C 0.5008 3.0026 2.5535
C 0.9607 4.5813 0.4979
C -0.3193 5.0961 -0.2358
C 1.1938 5.5773 1.6673
P 3.6506 0.0370 -0.6732
C 4.9583 -1.0295 0.0340
O 3.3713 -0.6091 -2.1522
H 4.5178 2.0667 3.3956
H 4.7467 1.4032 1.7537
H 6.0834 1.3477 2.8539
H 4.6283 -0.1868 4.3464
H 5.1212 -0.9359 2.8176
H 2.5510 0.6356 4.5197
H 2.7443 -1.9924 1.3879
H 0.2951 -0.4868 2.2814
H 0.3307 -2.9299 0.6026
H -1.3927 -1.6101 1.8644
H -1.3557 -0.3305 0.6853
H -2.8999 -2.8908 2.3800
H -6.3057 -2.9420 3.9748
H -4.6533 -3.7135 4.0392
H -4.8911 -2.0246 4.4252
H -6.9979 -1.8618 2.0122
H -6.5415 -1.1187 -0.2980
H -5.3521 -0.9372 -2.0580
H -4.3043 1.0704 -1.4682
H -3.4518 0.4640 -2.8570
H -2.7259 0.3139 -1.2088
H -4.1460 -3.1541 -2.2282
H -3.9356 -2.0411 -3.6026
H -2.6486 -2.2650 -2.3260
H 1.7767 -2.0598 -0.8592
H 0.0207 -2.8692 -2.6270
H -0.6049 -1.6881 -3.8333
H 1.1328 -1.8388 -3.5975
H 1.4586 1.5940 -2.1309
H 1.5737 0.4991 -3.4861
H -0.8531 2.2041 -2.8214
H -0.6996 1.1393 -4.2682
H 0.3821 2.5583 -3.9887
H 2.6715 2.2166 1.2882
H 2.2372 2.5805 -0.3829
H -0.1695 2.7546 0.5705
H 0.2192 1.9627 2.7418
H -0.4003 3.5730 2.7860
H 1.3472 3.3010 3.1689
H 1.7765 4.6353 -0.2282
H -0.7661 5.9175 0.3253
H -0.0977 5.4051 -1.2590
H -1.0929 4.3253 -0.3128
H 0.2438 5.7006 2.1865
H 2.0086 5.2786 2.3246
H 1.3871 6.5399 1.1837
H 5.5896 -1.2938 -0.8218
H 5.5975 -0.4642 0.7087
H 4.6394 -1.9748 0.4796
H 3.9866 -0.1660 -2.7555
C -4.6753 -5.9806 -0.9726
O -4.1822 -6.9185 -0.0418
C -3.4961 -6.3016 1.0341
C -3.5997 -7.1347 2.2937
O -4.8509 -7.0214 2.9570
C -5.9657 -7.6717 2.3576
C -5.9345 -9.1804 2.4735
O -5.0505 -9.7421 1.5160
C -4.5132 -10.9774 1.9350
H -3.8533 -5.4388 -1.4558
H -5.2354 -6.5255 -1.7308
H -5.3533 -5.2684 -0.4862
H -3.9035 -5.3017 1.2279
H -2.4391 -6.2081 0.7451
H -2.8658 -6.7481 3.0062
H -3.3444 -8.1787 2.1045
H -6.0965 -7.3562 1.3213
H -6.8349 -7.3151 2.9148
H -6.9392 -9.5788 2.2805
H -5.6272 -9.4577 3.4886
H -3.9596 -10.8612 2.8743
H -3.8191 -11.3171 1.1684
H -5.3017 -11.7271 2.0613
C 2.1841 8.1509 -1.6686
O 3.5784 7.9565 -1.7483
C 4.0523 7.0093 -0.8076
C 5.2875 6.3045 -1.3246
O 5.0115 5.2928 -2.2879
C 4.6311 5.7280 -3.5899
C 5.7643 6.3251 -4.3961
O 6.0214 7.6573 -3.9882
C 7.3603 8.0458 -4.2139
H 1.9009 8.5778 -0.6997
H 1.8978 8.8434 -2.4577
H 1.6503 7.2052 -1.8286
H 3.2790 6.2629 -0.5867
H 4.3002 7.5520 0.1146
H 5.7439 5.7776 -0.4826
H 6.0264 7.0149 -1.6970
H 3.7771 6.4057 -3.5455
H 4.2985 4.8236 -4.1057
H 5.4828 6.3436 -5.4573
H 6.6606 5.7054 -4.2734
H 8.0510 7.3906 -3.6702
H 7.4816 9.0593 -3.8370
H 7.5994 8.0302 -5.2823
```

Question: Which of these has the highest gap between HOMO and LUMO?
Answer: C39H78BFNO10P2